# 1
{"formula": "C22H26BF2O2", "method": "ωB97M-V/def2-TZVPD", "elements": ["C", "H", "C", "C", "C", "H", "H", "H", "H", "H", "F", "H", "C", "H", "F", "H", "C", "C", "H", "H", "H", "B", "H", "O", "C", "H", "C", "H", "H", "O", "H", "H", "H", "C", "H", "C", "C", "C", "H", "H", "H", "H", "C", "C", "C", "C", "H", "C", "C", "C", "C", "H", "C"], "xyz": [[1.7341, -2.7684, 2.4941], [-1.0733, 0.7248, -2.7360], [-2.7057, -0.1615, -1.3225], [2.1331, -0.2645, -1.5826], [4.0298, -2.9537, 1.6063], [-3.0223, 6.1603, -1.3463], [4.1606, -0.6930, 3.8364], [1.5974, -3.8045, 2.1601], [0.4533, 1.7636, -2.0969], [0.7635, -2.2647, 2.4371], [-1.9117, -1.6762, 1.9021], [2.4832, 0.7546, -1.7217], [3.0743, -0.5647, 1.9629], [-4.4345, -3.0857, -1.5890], [-1.9013, 4.8816, 0.6147], [0.9296, -0.0250, 2.0745], [-2.3102, 0.9141, -2.2601], [-2.4735, -1.4905, 0.6604], [-3.6386, 2.6287, -3.7482], [-3.3450, -3.4456, 0.6561], [2.0623, 1.2441, 2.6097], [2.6017, -0.7822, -0.2015], [-1.6858, 2.3327, 0.0985], [3.3029, 0.0206, 0.6612], [-3.5340, -1.1664, -1.8480], [2.6007, -0.9376, -2.3135], [-3.7782, -2.3356, -1.1540], [-2.8589, 0.7358, -3.1878], [1.7741, -0.1695, 3.6539], [2.2528, -2.0212, 0.2673], [-3.9614, 5.0537, -3.4047], [4.4715, 0.7703, 2.8729], [-3.9398, -1.0259, -2.8597], [-2.1958, 2.9069, -0.6783], [4.3941, -3.1171, 2.6315], [0.6365, -0.2973, -1.7568], [-2.2067, -0.2953, -0.0137], [4.3020, -0.3106, 2.8150], [3.7956, -3.9380, 1.1747], [5.1924, -0.7800, 2.3863], [0.1850, -1.2731, -1.5639], [4.8321, -2.4917, 1.0135], [-2.3622, 4.2855, -0.5319], [-2.9668, 5.0896, -1.4936], [1.8793, 0.1580, 2.6077], [-2.6040, 2.3136, -1.8772], [2.0744, -2.7894, 3.5401], [-3.2313, -2.5192, 0.1174], [-0.0574, 0.7749, -2.1517], [2.7662, -2.0887, 1.6166], [-3.4399, 4.4712, -2.6466], [-1.5560, 0.4464, 0.4427], [-3.2881, 3.1057, -2.8275]], "forces_ev_per_angstrom": [[-0.3, 0.1, 0.2], [0.8, -0.2, -0.3], [0.6, -0.9, 0.3], [-0.5, 0.6, -0.5], [0.1, 0.0, -0.1], [-0.1, -0.1, 0.0], [0.0, 0.1, -0.3], [0.1, 0.2, 0.1], [-1.2, -0.4, -0.6], [0.2, -0.1, 0.1], [-0.6, 0.3, -1.2], [0.3, 0.0, -0.2], [-0.2, -0.3, 0.6], [0.3, 0.0, 0.1], [-0.4, -0.7, -1.1], [0.3, 0.0, 0.2], [-3.1, 0.7, 2.3], [0.5, 0.4, 0.6], [0.1, 0.3, 0.3], [-0.1, 0.0, 0.1], [0.0, -0.4, 0.0], [0.1, -0.1, 0.8], [-0.2, 0.5, -0.3], [-0.7, -0.5, -0.3], [0.4, 0.3, -0.6], [-0.3, 0.2, -0.2], [-0.4, 0.0, 0.6], [1.1, -0.2, -0.6], [-0.1, 0.1, -0.4], [0.0, 0.8, -0.1], [0.2, -0.1, 0.2], [0.0, -0.2, 0.0], [0.2, -0.2, 0.5], [0.4, 0.5, 0.1], [-0.1, 0.1, -0.3], [-0.6, -0.5, -0.3], [-0.1, -0.7, 0.0], [0.2, -0.2, 0.1], [0.0, 0.3, 0.1], [-0.1, 0.2, 0.1], [-0.2, 0.2, -0.3], [-0.2, -0.2, 0.1], [0.2, 0.0, 0.9], [0.3, -0.5, 0.0], [-0.1, 0.0, 0.0], [0.4, 0.8, -0.5], [-0.1, 0.0, -0.3], [0.1, 0.3, -0.4], [2.0, 0.4, 0.3], [0.7, -0.1, 0.7], [-0.5, 0.1, 0.1], [-0.1, -0.4, -0.1], [0.6, -0.5, -0.2]], "molar_mass_da": 371.256, "homo_energy_ev": -12.713, "total_charge": 1}



# 2
{"formula": "C22H26BiBrN6O", "method": "ωB97M-V/def2-TZVPD", "elements": ["C", "H", "C", "C", "H", "N", "N", "H", "H", "O", "H", "C", "C", "C", "H", "H", "C", "C", "H", "H", "C", "H", "C", "C", "H", "C", "C", "C", "H", "H", "H", "H", "C", "H", "C", "N", "H", "Br", "C", "H", "H", "C", "C", "H", "H", "C", "N", "H", "C", "H", "N", "H", "Bi", "H", "N", "C", "H"], "xyz": [[-2.5449, 0.8602, -2.1541], [5.6990, -0.7246, 3.0579], [-2.8954, 2.0302, -4.2095], [-4.3424, -0.6866, -1.1239], [-5.1037, 0.0884, -1.0094], [1.8389, 2.6112, -0.0950], [-1.3266, 1.4178, -2.0206], [-1.3534, 1.8850, 1.7547], [-3.5993, -2.7746, 2.3562], [-0.4734, -0.3589, 1.7876], [3.1076, 0.3395, 2.1231], [1.2157, 3.7211, 0.6457], [-1.9548, -3.7054, 5.1634], [-2.9836, -0.0775, -1.0827], [-0.1792, 3.9731, 2.2688], [-0.0483, -2.9513, 5.7926], [-0.8216, -2.9129, 5.0379], [3.0774, -0.6863, 1.7695], [-4.3296, 0.6958, -3.3285], [0.6587, 4.3341, -0.0662], [3.8843, -1.6428, 2.3671], [-1.3954, 2.9317, 0.4884], [-0.8837, 2.2477, -2.9666], [2.8832, -3.2464, 0.8687], [-4.4528, -1.4110, -0.3255], [3.7629, -2.9467, 1.8962], [-1.6366, 2.5884, -4.0765], [4.8459, -1.2720, 3.4602], [0.8032, 2.5178, 2.3936], [-3.5169, 2.2715, -5.0609], [-1.2379, 3.2687, -4.8149], [4.3679, -0.6404, 4.2087], [-0.6855, -2.0708, 3.9473], [-2.0615, -4.3605, 6.0175], [-1.6875, -2.0226, 2.9796], [-2.1297, -0.3030, -0.1474], [1.9469, 4.3741, 1.1248], [0.9220, -2.5389, -1.0691], [-1.5283, -1.1373, 1.8161], [2.2149, 2.9273, -0.9830], [0.1914, -1.4466, 3.8405], [-2.8256, -2.8198, 3.1083], [-2.9552, -3.6593, 4.1997], [-4.5111, -1.1764, -2.0835], [5.2280, -2.1588, 3.9606], [2.1554, -2.1969, 0.3501], [2.2232, -0.9464, 0.7703], [2.7680, -4.2506, 0.4895], [-3.3548, 1.1509, -3.2379], [0.1116, 2.6531, -2.8288], [-2.4428, -1.1640, 0.8741], [-3.8351, -4.2790, 4.3013], [0.0669, 0.4517, -0.1678], [2.6357, 2.2416, 0.4163], [-0.7812, 2.3407, 1.0451], [0.2713, 3.1649, 1.6926], [4.3551, -3.7379, 2.3384]], "forces_ev_per_angstrom": [[0.0, 0.0, 0.1], [0.0, 0.0, 0.0], [0.0, 0.0, 0.0], [0.0, 0.0, 0.0], [0.0, 0.0, 0.0], [0.0, -0.1, 0.0], [-0.1, 0.1, -0.1], [0.0, 0.1, 0.0], [0.0, 0.0, 0.0], [0.2, 0.1, -0.2], [0.0, 0.0, 0.0], [0.0, 0.0, -0.1], [0.0, 0.0, 0.0], [0.0, 0.1, -0.1], [0.0, 0.0, 0.0], [0.0, 0.0, 0.0], [0.0, 0.0, 0.0], [-0.1, 0.0, 0.0], [0.0, 0.0, 0.0], [0.0, 0.0, 0.0], [0.1, 0.0, 0.0], [0.0, 0.0, 0.0], [0.0, 0.0, 0.0], [0.0, 0.1, 0.0], [0.0, 0.0, 0.0], [0.0, -0.1, 0.0], [0.0, 0.0, 0.0], [0.0, 0.0, 0.0], [0.0, 0.0, 0.0], [0.0, 0.0, 0.0], [0.0, 0.0, 0.0], [0.0, 0.0, 0.0], [0.0, 0.0, 0.0], [0.0, 0.0, 0.0], [0.0, 0.1, -0.1], [-0.1, -0.1, 0.0], [0.0, 0.0, 0.0], [-0.1, 0.0, 0.0], [-0.2, -0.1, 0.1], [0.0, 0.0, 0.0], [0.0, 0.0, 0.0], [0.0, 0.0, 0.0], [0.0, 0.0, 0.0], [0.0, 0.0, 0.0], [0.0, 0.0, 0.0], [-0.1, 0.1, 0.0], [0.2, -0.2, 0.1], [0.0, 0.0, 0.0], [0.0, 0.0, 0.0], [0.0, 0.0, 0.0], [0.2, 0.2, 0.0], [0.0, 0.0, 0.0], [0.1, 0.1, 0.2], [0.0, 0.0, 0.0], [0.0, -0.1, 0.0], [0.0, 0.0, 0.0], [0.0, 0.0, 0.0]], "molar_mass_da": 679.375, "homo_energy_ev": -13.636, "total_charge": 2}



# 3
{"formula": "C22H26F16N5O8", "method": "ωB97M-V/def2-TZVPD", "elements": ["F", "H", "H", "F", "H", "C", "O", "H", "H", "F", "O", "C", "C", "O", "H", "H", "C", "C", "F", "H", "O", "F", "F", "O", "H", "O", "H", "C", "C", "C", "C", "H", "C", "N", "H", "F", "F", "C", "F", "C", "H", "C", "N", "C", "H", "H", "N", "O", "F", "O", "C", "H", "H", "F", "F", "F", "H", "N", "H", "H", "C", "C", "F", "H", "H", "C", "C", "H", "F", "F", "H", "H", "H", "N", "C", "C", "C"], "xyz": [[-5.6414, -1.7527, 5.3881], [1.9501, -0.8150, 2.3945], [1.2508, -1.7389, -4.2785], [4.7323, -1.4541, 4.0590], [5.1669, 3.9885, -1.1410], [4.8401, 3.0422, -0.5365], [2.1443, -2.2729, 3.8963], [-5.3353, 1.1148, 2.8008], [4.2792, 5.3210, -4.3426], [4.3208, -2.5136, 1.3734], [4.7116, 1.1102, -6.9243], [-3.8097, -2.4089, 4.0545], [-3.3688, 1.2748, -2.1204], [3.8123, 0.7312, -0.8359], [-1.3486, -0.5104, -3.7639], [3.5328, -0.8108, -4.4484], [3.1930, -4.4235, 3.2696], [-1.8924, 1.7630, -1.5086], [-6.2680, 0.1681, 1.3103], [-1.7624, 1.5094, -0.3714], [-5.4786, 3.5521, -1.6213], [0.8702, -3.9686, 3.2170], [5.9187, -1.0712, 1.6225], [-5.3212, 2.9544, 0.7307], [3.0368, -4.9335, 4.2292], [0.9387, -0.9284, -4.8165], [-5.1736, 0.2581, -1.0655], [3.3121, 3.5626, -3.2125], [-0.6173, 1.1983, -2.3861], [2.0864, -3.3931, 3.0128], [-5.1316, -2.8231, 4.7232], [4.1324, -0.5928, 0.9040], [-6.1666, -3.4573, 3.7962], [-0.5511, 0.1005, -3.4327], [-3.0365, -2.4923, 4.8272], [4.4239, -3.8559, 3.3022], [2.0662, -2.9357, 1.7371], [-4.4023, 1.1194, -0.8373], [-4.5607, -1.9455, 1.7153], [4.5677, -1.2226, 1.6852], [5.0046, 0.3466, -4.2299], [-5.5952, 0.0943, 2.4904], [3.8172, 2.1680, -2.9411], [-4.3370, -0.7724, 2.3561], [-3.2952, 0.2301, -2.6444], [2.2316, -0.2743, 4.0165], [0.8118, 1.7107, -2.3075], [2.5073, 4.2765, -2.3766], [4.2977, 0.5111, 3.2389], [-3.7092, -1.0511, 3.6079], [3.8675, 0.3264, -4.5826], [-1.8902, 2.9495, -1.6408], [5.8425, 2.5148, -0.1701], [-6.5079, -2.6646, 2.7571], [-6.4650, -0.4034, 3.4037], [-7.3203, -3.7105, 4.4723], [-5.0391, 4.4259, -1.3830], [0.7804, 0.0300, -3.8909], [4.2620, 3.6601, -5.3793], [-3.4955, -3.1158, 3.2770], [-5.0809, 2.5854, -0.5524], [4.0849, 1.8899, -1.4853], [-4.8198, -3.7415, 5.6931], [-3.7239, 2.0719, -2.9177], [-3.7675, 0.7442, 0.0969], [3.6646, 4.3497, -4.6457], [3.6591, 0.8548, -6.1237], [2.6644, 4.7713, -5.1424], [-3.4079, -0.1161, 1.6091], [3.2232, -5.3654, 2.2885], [4.1130, 3.2644, 0.3606], [2.5964, 1.0673, -6.5654], [-5.8074, -4.4098, 3.3962], [3.0759, 1.1800, -3.5690], [4.0484, -0.8265, 3.0659], [1.7467, 1.0164, -3.2797], [2.5414, -1.0360, 3.2914]], "forces_ev_per_angstrom": [[0.0, -0.4, -0.3], [0.4, -0.2, 0.0], [-0.7, 1.3, -1.4], [-0.1, 0.2, -0.5], [-0.9, -1.7, 1.2], [0.3, -0.9, -1.1], [0.7, -1.1, -1.4], [0.2, -0.2, -0.2], [-1.1, -2.3, -0.6], [0.3, 0.4, -0.2], [-6.6, -1.8, 5.4], [1.0, -0.2, 0.3], [0.4, -0.2, 0.4], [1.2, 6.8, -5.3], [1.8, 0.8, 0.2], [0.6, 2.6, -0.5], [0.9, -0.8, 0.4], [-0.1, 0.6, -1.3], [0.5, -0.3, 0.0], [0.0, 0.3, -2.4], [2.5, -1.9, 2.4], [0.8, -0.1, 0.1], [-0.2, 0.2, 0.3], [1.9, -2.3, -8.3], [-0.2, 0.2, -0.2], [1.4, -2.1, 0.7], [1.2, 2.2, 0.4], [-4.6, 5.8, 2.0], [5.2, -1.5, -2.8], [-1.1, 1.9, 0.3], [0.2, 0.9, 0.7], [-0.1, 0.1, 0.2], [-1.1, -0.7, 0.0], [0.1, 4.3, 4.0], [-0.3, 0.2, 0.0], [-0.6, -0.3, 0.4], [-0.4, -0.8, 0.3], [0.6, 0.4, -1.2], [0.2, 0.9, -0.5], [0.7, 0.2, -0.8], [-2.6, 0.3, -1.0], [-1.0, 0.9, 0.5], [-0.8, 1.2, 3.2], [1.2, -1.7, 1.4], [0.0, 1.9, 1.0], [0.3, -0.2, 0.0], [-1.6, -2.3, -2.1], [5.7, -5.5, -4.8], [-0.2, -0.2, -0.5], [-1.5, 0.1, -1.5], [0.4, -1.1, 0.1], [0.5, -2.7, 0.4], [-2.4, 1.0, -0.6], [-0.1, -0.5, 0.2], [0.6, 0.5, -0.3], [0.5, 0.1, 0.1], [-1.1, -1.5, 0.0], [0.9, 2.4, 1.6], [-1.1, 1.5, 1.4], [-0.4, 0.2, 0.1], [-1.9, 2.5, 6.4], [-0.3, -3.8, 4.9], [-0.1, -0.1, -0.7], [0.6, -1.8, 1.8], [-1.9, 1.5, -2.3], [-0.1, -0.2, 0.6], [5.3, 1.4, -3.6], [2.1, -1.3, 1.3], [0.0, 0.0, 0.6], [-0.4, 0.4, 0.1], [1.6, -0.4, -2.0], [1.7, -0.5, 1.1], [0.2, 0.0, 0.1], [-0.8, -1.2, -1.4], [0.0, -0.4, 1.1], [-7.5, -1.3, 1.5], [-0.7, 0.6, 0.5]], "molar_mass_da": 792.445, "homo_energy_ev": -12.870, "total_charge": 1}



# 4
{"formula": "C22H26F3MnN6O2SSe", "method": "ωB97M-V/def2-TZVPD", "elements": ["H", "H", "O", "H", "H", "F", "H", "C", "H", "H", "H", "C", "N", "C", "H", "N", "N", "H", "H", "H", "N", "H", "C", "C", "H", "C", "H", "O", "C", "F", "H", "H", "C", "C", "H", "Mn", "C", "C", "C", "H", "C", "S", "N", "C", "C", "C", "H", "H", "N", "F", "H", "C", "H", "H", "C", "H", "C", "C", "C", "H", "Se", "C"], "xyz": [[-0.9007, -1.8375, 6.2199], [0.2490, 4.5028, 4.4266], [1.5930, -0.6211, -0.1401], [-3.8305, -3.4384, -3.4912], [-0.5559, -0.6601, -3.3893], [4.1746, 0.3396, -0.9458], [0.8036, 3.0355, -0.7575], [-2.3369, 5.0839, -1.9759], [-1.7204, 1.7959, 2.7416], [-0.0131, 4.2007, 1.9637], [0.8883, 2.9543, 3.8925], [-1.9465, 4.6208, 2.7756], [-0.9250, -0.9526, 2.2322], [1.8705, -0.1146, -1.2554], [-1.0694, 6.7609, -1.8127], [-1.4963, 1.6250, -1.1643], [-1.3190, -0.8860, 0.9032], [-1.7689, 2.5648, 1.1646], [-2.0405, -2.1475, -4.7018], [-2.9580, -3.6995, 1.1641], [-3.5248, 2.9512, -2.0539], [-1.6776, -0.9125, 4.9301], [-1.2999, 2.9268, -1.3105], [-2.3170, -1.8781, -0.8836], [-1.6797, 5.5862, 3.2068], [0.4439, -1.1823, 4.6630], [-3.1968, 5.6300, -2.3370], [1.0415, 0.5204, -1.9411], [-2.2317, -1.7816, 0.5202], [3.6583, -1.5795, -1.8093], [1.0950, 0.7361, 3.9958], [-2.6982, 4.1612, 3.4220], [-0.7817, -0.9898, 5.5449], [-0.0266, 3.5400, 3.9962], [-0.6879, 3.0297, 4.7019], [-0.3988, 0.1029, -0.3973], [-3.2242, -2.7081, -1.5860], [-1.1650, 5.6905, -1.6859], [-3.0180, -2.6494, 1.4548], [0.3541, -2.1070, 4.0923], [-0.0743, -0.0530, 2.5570], [0.2688, 1.3630, 1.4832], [-1.4029, -1.1164, -1.5675], [-1.3230, -1.2588, -2.9135], [-1.1423, 2.3952, 2.0360], [-2.1508, -2.0736, -3.6300], [-2.4034, 4.7999, 1.8008], [-0.6908, -0.0848, 6.1476], [0.6311, -0.1061, 3.7044], [3.4783, 0.2215, -2.9913], [-3.9661, -3.2606, -1.0256], [-2.4391, 3.6633, -1.8012], [0.9057, 5.4750, -1.0550], [-4.0751, -2.3706, 1.4632], [-0.0208, 4.9451, -1.2343], [-2.6325, -2.5500, 2.4655], [-0.0660, 3.6062, -1.0530], [3.3130, -0.2856, -1.7681], [-0.7172, 3.7235, 2.6522], [1.3519, -1.2435, 5.2635], [-3.1588, 1.2663, -1.6945], [-3.1458, -2.8044, -2.9441]], "forces_ev_per_angstrom": [[0.0, 0.0, 0.0], [0.0, 0.0, 0.0], [-0.1, -0.1, -0.4], [0.0, 0.0, 0.0], [0.0, 0.0, 0.0], [0.0, 0.0, 0.0], [0.0, 0.0, 0.0], [-0.1, -0.1, 0.0], [0.0, 0.0, 0.0], [0.0, 0.0, 0.0], [0.0, 0.0, 0.0], [0.0, 0.0, 0.0], [0.0, 0.0, 0.1], [-0.2, -0.1, 0.3], [0.0, 0.0, 0.0], [-0.3, -0.1, 0.3], [0.0, 0.1, -0.2], [0.0, 0.0, 0.0], [0.0, 0.0, 0.0], [0.0, 0.0, 0.0], [0.0, 0.2, 0.0], [0.0, 0.0, 0.0], [0.2, 0.1, -0.1], [-0.1, -0.1, -0.3], [0.0, 0.0, 0.0], [0.0, 0.0, 0.0], [0.0, 0.0, 0.0], [0.1, 0.0, 0.2], [0.0, 0.0, 0.2], [0.0, 0.0, 0.0], [0.1, 0.0, 0.0], [0.0, 0.0, 0.0], [0.0, 0.0, 0.0], [0.0, 0.0, 0.0], [0.0, 0.0, 0.0], [0.4, 0.1, -0.4], [0.0, 0.1, 0.2], [0.1, 0.0, 0.0], [0.1, 0.0, 0.0], [0.0, 0.0, 0.0], [0.0, 0.1, -0.1], [0.0, 0.0, 0.2], [0.2, -0.2, 0.2], [0.0, 0.1, 0.0], [0.0, 0.0, 0.0], [-0.1, -0.1, 0.1], [0.0, 0.0, 0.0], [0.0, 0.0, 0.0], [-0.1, 0.0, 0.0], [0.0, 0.0, 0.0], [0.0, 0.0, 0.0], [-0.1, -0.1, 0.0], [0.0, 0.0, 0.0], [0.0, 0.0, 0.0], [0.0, 0.1, 0.0], [0.0, 0.0, 0.0], [-0.1, -0.1, 0.0], [0.1, 0.0, 0.0], [0.0, 0.0, 0.0], [0.0, 0.0, 0.0], [-0.2, 0.0, 0.1], [0.1, 0.0, -0.1]], "molar_mass_da": 629.449, "homo_energy_ev": [-6.137, -6.138]}